17
Properties=species:S:1:pos:R:3:mulliken_charge:R:1 method="wB97M-V/def2-TZVPD" homo_ev=-9.222 relative_energy_kcal_mol=74.5 total_charge=0 gap_ha=0.3470
C 1.27 0.11 -0.28 -0.838
C -0.31 0.21 -0.05 0.462
C -0.53 0.78 1.30 -0.681
C -1.15 -1.05 -0.43 -0.856
H 1.51 -2.20 -0.18 0.113
H 1.59 0.37 -1.41 0.356
H 1.64 1.12 0.29 0.352
H -0.72 1.02 -0.74 0.159
H -1.59 0.88 1.31 0.388
H -0.12 0.27 2.28 0.237
H -0.13 2.58 0.70 0.288
H -1.00 -1.90 0.34 0.391
H -2.22 -0.80 -0.21 0.393
H 0.46 -0.84 -2.52 0.157
O 0.18 2.07 1.37 -0.503
S 2.24 -1.26 0.47 -0.192
S -1.14 -1.38 -2.24 -0.225